(1)
{
  "formula": "C52H39AsN6O5Pb",
  "method": "wB97M-V/def2-TZVPD",
  "e_tot_ha": -5138.42763,
  "total_charge": 0,
  "max_force_ev_per_a": 0.370,
  "homo_lumo_gap_ev": 6.76,
  "de_lowest_ev": 0.3434,
  "homo_energy_ha": -0.249,
  "spin_multiplicity": 1,
  "species": ["Pb", "O", "C", "C", "C", "C", "C", "C", "C", "O", "N", "N", "C", "C", "C", "C", "C", "C", "C", "O", "H", "H", "H", "H", "H", "H", "H", "H", "H", "H", "C", "O", "C", "C", "C", "C", "C", "C", "C", "N", "C", "C", "N", "C", "C", "C", "C", "N", "C", "C", "N", "C", "C", "C", "C", "H", "H", "H", "H", "H", "H", "H", "H", "H", "H", "H", "H", "H", "H", "O", "As", "C", "C", "C", "C", "C", "C", "C", "C", "C", "C", "C", "C", "C", "C", "C", "C", "C", "C", "H", "H", "H", "H", "H", "H", "H", "H", "H", "H", "H", "H", "H", "H", "H"],
  "coordinates": [[2.28842, -0.22579, -1.00791], [1.58271, -1.24890, 3.71575], [2.78254, -1.77200, 4.04288], [2.93982, -2.26821, 5.33757], [4.14191, -2.82356, 5.73034], [5.20885, -2.89432, 4.83777], [5.04694, -2.41751, 3.55059], [3.84057, -1.86028, 3.12407], [3.65489, -1.44731, 1.70227], [2.50096, -0.95367, 1.35483], [4.64917, -1.68929, 0.89971], [4.37199, -1.40829, -0.43269], [5.28826, -1.83446, -1.22836], [5.32914, -1.79068, -2.66978], [6.46501, -2.36206, -3.27296], [6.62670, -2.40881, -4.63618], [5.62138, -1.86554, -5.44521], [4.49945, -1.29839, -4.89105], [4.31120, -1.23504, -3.48845], [3.24004, -0.67795, -3.01552], [1.68057, -0.91862, 2.78408], [2.10074, -2.19116, 6.01761], [4.25274, -3.19633, 6.74148], [6.15306, -3.32493, 5.14455], [5.84830, -2.48438, 2.82756], [6.14210, -2.31627, -0.74707], [7.23144, -2.77488, -2.62502], [7.50959, -2.85420, -5.07400], [5.72764, -1.88987, -6.52356], [3.72034, -0.87359, -5.51142], [-9.46894, 8.87371, -0.27583], [-8.11077, 9.25891, -0.16607], [-7.16968, 8.29653, -0.32085], [-7.44929, 6.96083, -0.58254], [-6.40140, 6.05852, -0.72086], [-5.07978, 6.46344, -0.60775], [-4.81547, 7.81016, -0.34038], [-5.84289, 8.71379, -0.19836], [-3.95772, 5.53208, -0.75012], [-2.70854, 5.80562, -0.45804], [-2.01063, 4.65821, -0.74269], [-2.84768, 3.67974, -1.21209], [-4.09897, 4.24976, -1.21244], [-2.40201, 2.37666, -1.58859], [-3.23219, 1.36097, -2.07926], [-2.68915, 0.14310, -2.40248], [-1.31479, -0.03966, -2.21989], [-0.51514, 0.90270, -1.76042], [-1.02314, 2.10729, -1.44871], [-0.10887, 3.14452, -0.94848], [1.19798, 2.84061, -0.83953], [2.02568, 3.76894, -0.41045], [1.62558, 5.06288, -0.05413], [0.29660, 5.38541, -0.14821], [-0.60369, 4.41472, -0.60334], [-10.05176, 9.77641, -0.11991], [-9.73488, 8.13597, 0.48512], [-9.68750, 8.46908, -1.26713], [-8.46603, 6.60848, -0.67333], [-6.64986, 5.01921, -0.90242], [-3.78590, 8.12772, -0.24696], [-5.64741, 9.75778, 0.00781], [-4.95113, 3.83311, -1.53956], [-4.29533, 1.53480, -2.19954], [-3.29948, -0.66452, -2.78245], [-0.84891, -0.99622, -2.43839], [3.07052, 3.48345, -0.33508], [2.35756, 5.77993, 0.29128], [-0.07675, 6.36524, 0.11940], [1.02787, -2.18356, -1.09227], [0.48820, -3.17369, 0.13296], [-0.64570, -4.46046, -0.73587], [-0.39233, -4.72199, -2.07824], [-1.15572, -5.66857, -2.74681], [-2.16410, -6.34745, -2.07629], [-2.41929, -6.07722, -0.73873], [-1.66007, -5.13166, -0.06464], [1.92368, -4.14032, 0.94866], [2.95533, -4.52807, 0.10270], [4.02013, -5.25372, 0.61495], [4.04596, -5.59369, 1.95907], [3.01896, -5.19400, 2.80298], [1.95675, -4.46004, 2.30228], [-0.56324, -2.21350, 1.40855], [-0.72912, -0.85026, 1.20334], [-1.45855, -0.09949, 2.11277], [-2.01909, -0.71055, 3.22486], [-1.86156, -2.07504, 3.42440], [-1.13165, -2.83040, 2.52003], [0.38719, -4.17193, -2.59145], [-0.96392, -5.87376, -3.79198], [-2.75702, -7.08691, -2.59898], [-3.21190, -6.60061, -0.21994], [-1.87542, -4.91047, 0.97220], [2.94703, -4.23129, -0.94014], [4.83362, -5.54150, -0.03842], [4.88233, -6.15265, 2.35908], [3.06931, -5.40901, 3.86253], [1.20134, -4.09322, 2.98229], [-0.28396, -0.36982, 0.34084], [-1.57184, 0.96586, 1.95622], [-2.56961, -0.12120, 3.94648], [-2.29501, -2.55138, 4.29393], [-1.01340, -3.89201, 2.69341]],
  "forces_ev_per_angstrom": [[0.341, 0.138, 0.042], [-0.006, 0.142, 0.015], [0.017, -0.029, -0.082], [-0.003, 0.031, 0.010], [0.013, 0.004, 0.002], [-0.011, -0.012, -0.004], [-0.029, -0.001, -0.009], [0.011, 0.075, 0.068], [-0.087, -0.148, -0.140], [0.086, 0.007, 0.046], [0.009, -0.023, 0.098], [-0.100, 0.033, -0.057], [0.049, -0.048, 0.056], [0.049, 0.009, -0.049], [-0.007, 0.002, 0.035], [0.022, -0.012, -0.017], [-0.032, 0.016, 0.014], [0.012, -0.018, -0.025], [-0.078, -0.020, 0.047], [-0.072, 0.017, -0.063], [-0.023, -0.187, 0.019], [0.006, -0.005, 0.003], [-0.001, -0.006, -0.004], [-0.002, 0.009, 0.004], [0.001, 0.007, 0.009], [-0.005, -0.002, 0.002], [-0.005, -0.004, -0.001], [0.000, 0.004, 0.002], [0.001, 0.001, 0.000], [0.000, -0.002, 0.006], [-0.001, 0.005, -0.003], [-0.017, 0.011, 0.004], [0.013, -0.028, -0.001], [-0.009, -0.012, -0.003], [-0.012, -0.001, 0.004], [-0.002, -0.002, -0.005], [0.019, -0.002, -0.004], [0.000, 0.022, 0.003], [0.029, -0.021, 0.003], [0.003, 0.018, 0.004], [0.013, 0.002, 0.008], [0.008, 0.005, -0.008], [-0.038, 0.005, -0.005], [0.021, 0.006, -0.003], [-0.014, -0.035, 0.003], [-0.001, 0.031, 0.008], [0.008, 0.012, -0.006], [0.013, 0.004, -0.031], [-0.047, -0.073, 0.003], [0.015, 0.029, 0.012], [-0.090, -0.024, -0.039], [-0.013, -0.026, 0.022], [-0.004, 0.007, 0.017], [0.018, 0.009, 0.021], [-0.012, 0.000, -0.013], [-0.001, 0.006, 0.001], [0.003, -0.002, 0.006], [0.002, -0.001, -0.004], [0.006, 0.001, 0.000], [0.001, 0.005, 0.000], [-0.005, 0.000, 0.000], [0.001, -0.009, -0.003], [-0.005, -0.003, -0.006], [0.005, 0.004, 0.001], [0.002, 0.003, 0.000], [0.001, 0.022, 0.009], [-0.010, 0.002, -0.007], [-0.001, -0.002, -0.004], [-0.004, -0.003, -0.009], [0.004, 0.012, -0.162], [-0.030, -0.027, 0.099], [0.030, 0.009, -0.007], [-0.026, 0.005, 0.014], [-0.006, -0.004, 0.014], [0.006, 0.008, -0.002], [0.003, 0.004, 0.002], [-0.012, -0.013, -0.055], [-0.003, 0.024, 0.057], [0.040, 0.010, -0.032], [-0.023, -0.020, -0.054], [-0.010, -0.009, 0.035], [0.096, 0.011, 0.003], [-0.011, 0.083, -0.065], [0.013, -0.057, 0.114], [0.026, 0.037, -0.011], [0.011, -0.009, 0.012], [0.013, -0.016, 0.003], [0.011, 0.012, 0.002], [-0.076, 0.066, -0.045], [0.001, -0.008, -0.008], [0.002, -0.003, 0.005], [0.000, 0.004, 0.000], [0.001, 0.000, -0.003], [-0.012, -0.037, -0.005], [-0.003, -0.014, -0.004], [0.004, 0.007, 0.013], [0.001, 0.013, -0.004], [-0.015, -0.012, -0.007], [-0.076, 0.010, 0.006], [-0.041, -0.033, 0.058], [-0.009, 0.003, 0.003], [-0.017, -0.001, -0.012], [0.003, 0.005, 0.004], [0.047, -0.003, 0.024]]
}

---

(2)
{
  "formula": "C7H20N3",
  "method": "wB97M-V/def2-TZVPD",
  "e_tot_ha": -442.64727,
  "smiles": "CN(C)[C@@](C)([NH3+])C(C)(C)N",
  "total_charge": 1,
  "max_force_ev_per_a": 4.293,
  "homo_lumo_gap_ev": 9.33,
  "de_lowest_ev": 3.8702,
  "homo_energy_ha": -0.440,
  "spin_multiplicity": 1,
  "species": ["C", "N", "C", "C", "C", "N", "C", "C", "C", "N", "H", "H", "H", "H", "H", "H", "H", "H", "H", "H", "H", "H", "H", "H", "H", "H", "H", "H", "H", "H"],
  "coordinates": [[-2.43757, -0.37904, -0.93456], [-1.42231, 0.25009, -0.17671], [-1.75050, 1.58480, 0.32073], [-0.31225, -0.45688, 0.35672], [-0.23937, -0.69000, 1.86153], [-0.19636, -1.79836, -0.36119], [1.26516, 0.17409, -0.22631], [1.17574, 0.81826, -1.54298], [1.89415, 1.06938, 0.84096], [2.06277, -1.09400, -0.30679], [-2.67059, -1.31711, -0.48673], [-3.17630, 0.31729, -0.71039], [-2.33735, -0.35187, -2.04830], [-1.52597, 2.30170, -0.37501], [-2.75974, 1.79861, 0.69124], [-1.13527, 1.68187, 1.27762], [0.65934, -1.23234, 2.23366], [-1.11663, -1.12667, 2.20762], [-0.31821, 0.29466, 2.52502], [-0.56554, -2.56096, 0.06099], [-0.58515, -1.60314, -1.24106], [0.85046, -1.95214, -0.37453], [0.81327, 0.07288, -2.37484], [0.39014, 1.52773, -1.58342], [2.01964, 1.46321, -1.94934], [2.00375, 0.46785, 1.67293], [1.42029, 1.97082, 1.05898], [2.86731, 1.18018, 0.38055], [2.73828, -1.22422, 0.46945], [2.38881, -1.18669, -1.26583]],
  "forces_ev_per_angstrom": [[0.335, 0.352, -0.865], [0.853, 0.543, 0.750], [1.404, -1.750, 3.660], [2.769, 0.401, -1.086], [1.112, 2.780, 1.376], [-0.251, 3.094, 0.470], [-1.052, -1.413, 2.446], [-0.561, -0.362, -3.350], [0.749, -1.517, -2.741], [0.635, 1.048, 0.326], [-0.643, -1.008, -0.272], [-2.451, 0.364, -0.273], [0.232, -0.498, 0.646], [0.798, 2.032, -1.608], [-0.227, -0.854, -0.360], [-0.546, 0.589, -1.423], [-0.667, 0.267, -0.499], [-1.600, -1.538, 0.387], [0.661, -1.701, -1.795], [-2.208, -2.776, 1.668], [-0.558, -0.433, -1.771], [0.966, 0.365, -0.223], [1.024, 1.127, 1.273], [-1.090, 0.733, 0.391], [-0.368, -1.423, 0.822], [0.337, -0.816, 2.124], [-0.825, 1.470, 0.161], [0.527, 0.855, 0.475], [-0.247, 0.217, -1.287], [0.893, -0.147, 0.580]]
}

---

(3)
{
  "formula": "C15H12Cl5O5PdSe",
  "method": "wB97M-V/def2-TZVPD",
  "e_tot_ha": -5784.83096,
  "total_charge": 1,
  "max_force_ev_per_a": 1.196,
  "homo_lumo_gap_ev": 5.92,
  "de_lowest_ev": 0.0000,
  "homo_energy_ha": -0.451,
  "spin_multiplicity": 1,
  "species": ["Pd", "C", "C", "C", "C", "C", "C", "C", "C", "C", "H", "H", "H", "H", "H", "H", "H", "H", "H", "H", "H", "H", "Cl", "C", "C", "Cl", "C", "Cl", "C", "O", "C", "Cl", "C", "Cl", "O", "Se", "O", "O", "O"],
  "coordinates": [[0.58965, 0.20635, 0.08582], [2.56809, -1.22164, -2.12336], [2.52435, -0.58388, -0.76335], [2.18522, -1.33324, 0.38231], [2.38058, -0.80691, 1.70304], [2.06606, -1.65655, 2.88300], [2.76546, 0.51964, 1.85963], [2.80404, 1.35847, 0.74981], [2.93223, 2.83422, 0.91139], [2.68276, 0.79661, -0.56896], [1.58853, -1.61244, -2.40006], [3.26988, -2.05550, -2.12177], [2.88553, -0.50726, -2.88022], [1.94027, -2.38202, 0.27160], [1.02046, -1.47651, 3.15709], [2.68216, -1.38328, 3.73782], [2.18011, -2.71649, 2.66570], [2.90817, 0.92900, 2.85109], [1.95085, 3.24199, 1.17269], [3.26411, 3.31880, -0.00400], [3.61393, 3.07747, 1.72533], [2.84308, 1.44098, -1.42388], [-6.54765, 0.52532, -2.20935], [-5.02921, -0.02356, -1.76499], [-3.87538, 0.52487, -2.47381], [-4.12606, 1.72446, -3.65499], [-2.63795, 0.07189, -2.19751], [-1.25282, 0.60058, -3.00666], [-2.44113, -1.01867, -1.20450], [-1.41602, -1.63308, -1.09911], [-3.64620, -1.37360, -0.36065], [-3.41625, -2.55444, 0.78239], [-4.91971, -0.96244, -0.75128], [-6.29862, -1.53553, 0.07472], [-0.61592, 1.84680, 0.13665], [-1.67826, 1.18288, 1.27595], [-1.91064, 2.12946, 2.52471], [-0.79001, -0.21696, 1.57430], [-3.04367, 0.72421, 0.48340]],
  "forces_ev_per_angstrom": [[0.260, 0.374, 1.106], [0.020, 0.011, 0.017], [-0.015, -0.170, -0.194], [0.025, -0.012, -0.006], [-0.036, -0.036, -0.145], [-0.044, 0.016, 0.008], [0.029, 0.062, -0.028], [0.110, -0.042, -0.095], [0.006, 0.014, -0.003], [-0.145, 0.078, -0.105], [0.007, -0.014, 0.007], [0.023, 0.017, -0.004], [-0.023, 0.007, -0.001], [-0.002, 0.000, 0.031], [-0.003, -0.009, -0.009], [-0.004, 0.002, 0.002], [0.018, 0.001, 0.000], [0.007, -0.003, -0.001], [0.001, 0.002, -0.016], [0.019, -0.002, 0.006], [-0.005, -0.001, 0.004], [0.006, 0.017, 0.020], [0.041, -0.022, 0.024], [0.199, 0.318, -0.364], [-0.237, -0.036, 0.031], [-0.013, 0.033, -0.013], [0.105, -0.048, -0.081], [-0.075, -0.008, 0.057], [0.016, 0.059, 0.246], [-0.078, 0.087, -0.075], [-0.353, -0.148, -0.437], [0.052, 0.219, 0.102], [0.341, -0.193, 0.526], [0.010, 0.004, -0.007], [0.234, -0.362, -0.304], [-0.533, 0.251, -0.060], [-0.024, -0.078, 0.064], [0.009, -0.220, -0.365], [0.052, -0.168, 0.062]]
}